[1]
Below is a structure of composition C24H34Cl12F2O2 in a non-equilibrium geometry, with properties calculated with ωB97M-V/def2-TZVPD.

Geometry as XYZ:
```
74
Properties=species:S:1:pos:R:3:lowdin_charge:R:1
F -1.80790 -7.48389 -5.35136 0.0703
C -1.78965 -6.39198 -4.57862 -0.2983
C -1.30547 -6.42314 -3.29227 -0.0188
C -1.03761 -5.23967 -2.61546 -0.0691
C -1.28485 -4.01831 -3.22853 -0.0873
C -1.81761 -3.97890 -4.50790 -0.0864
C -2.11019 -5.17264 -5.15113 -0.0236
H -1.15051 -7.37735 -2.80075 0.1187
H -0.58809 -5.28204 -1.63359 0.1043
H -1.01635 -3.06824 -2.78232 0.0834
H -2.09176 -3.08617 -5.05043 0.0864
H -2.24551 -5.23350 -6.22857 0.1195
F -0.63940 3.09453 4.31143 0.0600
C -1.63903 3.49253 3.51415 -0.2848
C -2.07594 4.81372 3.44810 -0.0189
C -3.16735 5.13031 2.65172 -0.0904
C -3.82061 4.13548 1.90399 -0.0983
C -3.36797 2.83283 1.95579 -0.0910
C -2.28224 2.53389 2.76393 -0.0953
H -1.60583 5.58863 4.04103 0.1169
H -3.59706 6.11910 2.73425 0.1035
H -4.70637 4.45140 1.36837 0.1021
H -3.94418 2.04335 1.49140 0.1144
H -1.90797 1.52385 2.81364 0.0427
C 3.50659 4.11289 1.06311 -1.0153
Cl 2.11940 3.84111 2.15918 0.5183
Cl 4.80054 4.99782 1.86395 0.5243
H 3.87672 3.12700 0.80735 -0.0527
H 3.18881 4.69203 0.20511 0.0162
C 3.15329 -0.74874 3.22216 -0.8317
Cl 2.84330 -1.99708 2.00194 0.7495
Cl 2.26776 -1.13921 4.71156 0.6016
H 4.22377 -0.62464 3.33995 0.0480
H 2.73610 0.19370 2.87890 0.0151
C -0.87412 5.10569 -0.31807 -0.9982
Cl 0.38076 5.90618 -1.31849 0.4915
Cl -1.14170 3.43119 -0.79569 0.5770
H -0.49188 5.06885 0.69811 -0.0047
H -1.74621 5.74921 -0.31404 0.0311
C 3.75292 -0.56582 -1.47555 -0.9598
Cl 3.46077 0.94229 -0.51626 0.5310
Cl 4.96990 -1.60966 -0.72572 0.5199
H 2.79412 -1.06020 -1.39297 -0.0109
H 4.06984 -0.34290 -2.48423 0.0316
C -1.18456 -0.20994 5.38249 -1.0075
Cl -2.78981 0.01999 4.62100 0.5538
Cl -1.21535 -1.62780 6.42876 0.5089
H -0.52984 -0.41532 4.53868 -0.0445
H -0.83444 0.69264 5.86960 0.0336
C 1.22171 -3.58514 2.60054 -1.2077
Cl 0.43552 -3.95759 4.13965 0.4981
Cl 2.02854 -4.94878 1.86465 0.5464
H 0.42882 -3.19552 1.96720 -0.0109
H 1.93231 -2.77017 2.71045 -0.3504
C -0.10062 -1.60665 0.12329 -0.0209
C -0.17303 -0.52323 1.18555 -0.4535
O -0.36472 -0.79648 2.35327 0.0216
C 0.15360 0.92523 0.87172 -0.0611
H -0.39786 -1.14804 -0.82670 0.0687
H -0.81464 -2.39705 0.34427 0.0910
H 0.89132 -1.99768 -0.09432 0.0677
H -0.75109 1.48555 1.09576 0.0271
H 0.28371 1.02543 -0.20678 0.0400
H 1.04322 1.17011 1.43982 0.0401
C 0.90548 1.17828 -3.94911 -0.0189
C 0.59225 -0.26803 -4.19953 -0.4804
O 0.86765 -1.07207 -3.32964 0.0407
C -0.12223 -0.64208 -5.48400 0.0035
H -0.05154 1.55087 -3.55322 0.0910
H 1.06588 1.78720 -4.83920 0.0867
H 1.65271 1.35500 -3.18505 0.0642
H -0.89396 -1.39335 -5.33251 0.0511
H 0.51911 -1.00113 -6.28232 0.0959
H -0.68939 0.28221 -5.64152 0.0841
```

---

[2]
Below is a structure of composition C24H34FNO22Si in a non-equilibrium geometry, with properties calculated with ωB97M-V/def2-TZVPD.

Geometry as XYZ:
```
83
Properties=species:S:1:pos:R:3:lowdin_charge:R:1
O 6.18452 -1.07277 3.72576 0.1576
C 5.17177 -1.04308 3.15493 -0.4744
N 4.19534 -0.87085 2.43604 0.0158
Si 3.15248 0.42625 3.14069 0.6845
C 1.83592 -0.37401 4.25215 -0.2539
C 0.51233 -0.37891 3.43877 -0.2890
F -0.28732 -1.45139 3.75719 -0.0495
H 4.02812 1.34245 3.88972 -0.0123
H 2.50419 1.19370 2.07621 -0.0160
H 1.74433 0.21356 5.17012 0.0598
H 2.09528 -1.40505 4.51598 0.0783
H 0.01317 0.58227 3.59016 0.1130
H 0.77262 -0.46838 2.37599 0.0872
C 4.06825 3.45170 6.82575 -0.1098
C 3.30924 4.75680 6.85088 -0.1114
O 2.57501 4.70830 5.62331 0.0733
C 2.44232 3.41142 5.27020 -0.5764
O 1.73971 3.02319 4.39000 0.1274
O 3.20666 2.61324 6.04926 0.0298
H 4.22575 3.03216 7.81619 0.1353
H 5.03074 3.53438 6.31725 0.1362
H 2.60325 4.81557 7.68133 0.1354
H 3.96050 5.62682 6.87731 0.1347
C 0.67782 3.05753 0.70781 -0.1194
C -0.60258 3.29313 -0.05558 -0.1101
O -0.41645 2.48529 -1.22555 0.0613
C 0.47367 1.51393 -0.92446 -0.5743
O 0.71731 0.58118 -1.62059 0.1542
O 1.05116 1.73978 0.28220 0.0052
H 0.54230 3.09158 1.78714 0.1212
H 1.46958 3.75537 0.42779 0.1362
H -1.48385 2.93590 0.48067 0.1381
H -0.75368 4.33518 -0.32536 0.1340
C 5.24104 -3.12599 -0.44986 -0.1128
C 5.26781 -3.91362 0.83683 -0.1193
O 4.63960 -5.14325 0.46117 0.0436
C 4.78604 -5.29021 -0.87955 -0.5646
O 4.52096 -6.28454 -1.47350 0.1632
O 5.27111 -4.15981 -1.44164 0.0695
H 6.09378 -2.46027 -0.55790 0.1345
H 4.32295 -2.54760 -0.56753 0.1352
H 6.28327 -4.12791 1.17759 0.1370
H 4.71960 -3.42548 1.63853 0.1089
C -5.24355 3.61477 -3.00071 -0.1172
C -3.81289 3.22433 -3.20100 -0.1115
O -3.10186 4.22304 -2.45852 0.0528
C -3.95192 4.71137 -1.51792 -0.5721
O -3.62331 5.43094 -0.62708 0.1413
O -5.21371 4.26740 -1.72211 0.0718
H -5.90898 2.75858 -2.98555 0.1099
H -5.59215 4.32532 -3.75283 0.1230
H -3.58369 2.24442 -2.77746 0.1285
H -3.52010 3.23421 -4.24663 0.1245
C 2.82023 -8.58531 0.54208 -0.1197
C 3.40383 -7.97823 1.79403 -0.1248
O 2.65854 -8.62401 2.83120 0.0584
C 2.19186 -9.79878 2.33768 -0.5732
O 1.67797 -10.64603 2.99137 0.1614
O 2.39281 -9.87430 0.99896 0.0598
H 3.54496 -8.67767 -0.26206 0.1258
H 1.95244 -8.03412 0.17460 0.1353
H 4.46228 -8.21627 1.91983 0.1357
H 3.27567 -6.90065 1.83748 0.1178
C -3.39901 -1.79287 -2.55888 -0.1122
C -4.03137 -1.89939 -1.19160 -0.1169
O -4.82634 -0.71173 -1.12781 0.0642
C -5.09820 -0.32488 -2.39753 -0.5636
O -5.86943 0.53173 -2.68896 0.1545
O -4.37143 -1.03745 -3.28845 0.0681
H -3.23192 -2.76019 -3.02631 0.1334
H -2.45883 -1.23749 -2.54455 0.1337
H -4.68688 -2.76766 -1.09857 0.1331
H -3.30078 -1.91914 -0.38644 0.1330
C -6.76576 4.07334 -8.36975 -0.1191
C -6.01675 5.09979 -7.55437 -0.1176
O -5.60386 4.34615 -6.41096 0.0442
C -5.56837 3.03423 -6.77019 -0.5566
O -5.10905 2.16562 -6.10454 0.1749
O -6.12661 2.85264 -7.99085 0.0677
H -6.67904 4.23745 -9.44115 0.1330
H -7.82292 4.01566 -8.10287 0.1342
H -5.12955 5.47610 -8.06756 0.1340
H -6.63798 5.94147 -7.25740 0.1336
```

---

Frontier orbital gap readings, ordered: 8.8 10.9 eV